# 1
14
Properties=species:S:1:pos:R:3:mulliken_charge:R:1 method="wB97M-V/def2-TZVPD" orbital_gap_ev=10.0 lumo_ev=0.90 e_tot_ev=-8830.636 relative_energy_ev=5.567
O 1.541 0.689 -0.953 -0.4109
N 2.401 -1.752 0.535 -0.0515
C -1.478 0.634 0.449 -0.5908
C 1.292 -1.407 0.686 -0.2829
C -1.236 -0.560 0.880 -0.1694
C 0.820 1.581 -0.579 -0.2386
C -1.577 -0.462 -0.572 -0.4438
H -1.657 1.669 0.688 0.4712
H 3.342 -1.799 0.216 0.3018
H -0.796 -0.588 -1.333 0.1715
H -1.048 -1.244 1.685 0.4105
H 0.907 2.033 0.428 0.2811
H -2.561 -0.814 -0.889 0.2260
H 0.050 2.018 -1.240 0.3257



# 2
14
Properties=species:S:1:pos:R:3:mulliken_charge:R:1 method="wB97M-V/def2-TZVPD" orbital_gap_ev=11.9 lumo_ev=0.83 smiles=CC[C@@]1(C#N)CO1 e_tot_ev=-8834.336 relative_energy_ev=1.866
O -0.192 -1.175 0.959 -0.4433
N -2.042 1.551 1.975 -0.4088
C -1.448 0.870 1.252 -0.1675
C 0.316 0.720 -0.588 -0.6663
C -0.677 0.023 0.343 1.1691
C -1.203 -1.297 -0.017 -0.6343
C 1.720 0.167 -0.328 -1.0910
H 0.297 1.803 -0.418 0.3887
H 1.989 0.291 0.725 0.3246
H -2.166 -1.633 0.355 0.3171
H 2.450 0.697 -0.942 0.3610
H 0.026 0.548 -1.634 0.2873
H -0.887 -1.696 -0.983 0.2682
H 1.783 -0.905 -0.542 0.2951



# 3
14
Properties=species:S:1:pos:R:3:mulliken_charge:R:1 method="wB97M-V/def2-TZVPD" orbital_gap_ev="8.1 / 8.1" lumo_ev="-1.54 / -1.54" e_tot_ev=-8832.107 relative_energy_ev=4.096
O 2.266 -1.670 -1.009 -0.5743
N 0.358 0.992 -2.589 -0.3925
C 1.680 -1.116 -0.078 -0.1737
C -0.630 -0.207 0.573 -0.3302
C 0.505 0.458 -1.572 0.1281
C -1.606 0.958 0.454 -1.2287
C 0.628 -0.143 -0.267 0.3300
H 2.178 0.062 0.400 0.2071
H -1.139 -1.145 0.263 0.2944
H 1.645 -1.562 0.940 0.3627
H -0.317 -0.389 1.603 0.3302
H -1.121 1.893 0.741 0.3303
H -1.981 1.069 -0.570 0.3537
H -2.467 0.799 1.111 0.3629



# 4
14
Properties=species:S:1:pos:R:3:mulliken_charge:R:1 method="wB97M-V/def2-TZVPD" orbital_gap_ev="7.8 / 7.8" lumo_ev="-0.59 / -0.59" smiles="CC1=C(N=O)[C@@H]1C" e_tot_ev=-8828.833 relative_energy_ev=7.370
O -1.554 -1.090 -0.751 -0.3305
N -0.565 -1.904 -0.859 -0.1736
C 0.302 -0.662 1.748 -1.1852
C 0.525 -1.093 -0.887 -0.3424
C -0.424 1.494 -1.284 -1.0196
C -0.018 0.199 -0.710 0.7100
C 0.866 -0.321 0.381 0.0881
H 0.409 1.832 -1.915 0.3246
H 1.857 0.142 0.416 0.3761
H 0.891 -1.461 2.207 0.3161
H -0.736 -0.997 1.677 0.3030
H 0.345 0.214 2.404 0.3401
H -0.590 2.249 -0.510 0.2765
H -1.307 1.400 -1.918 0.3170